(1)
An isolated ion of composition C10H9N2O and charge -1, computed with ωB97M-V/def2-TZVPD.

Element x y z (Å)
C -3.920 -0.225 0.093
C -3.086 -1.338 0.126
C -1.699 -1.151 0.282
C -1.148 0.122 0.337
C 0.328 0.346 0.496
C 1.291 -0.649 0.178
C 2.764 -0.312 0.164
O 0.726 1.461 0.919
C -2.003 1.225 0.278
C -3.360 1.066 0.117
H -5.003 -0.354 0.028
H -3.490 -2.353 0.039
H -1.039 -2.013 0.381
H 0.939 -1.593 -0.250
H 3.360 -1.237 0.359
H 2.845 0.480 0.946
H -1.555 2.198 0.372
H -3.983 1.931 0.003
N 3.718 0.251 -1.021
C 4.959 0.733 -0.993
N 6.059 1.172 -0.910
H 3.299 0.239 -1.943

## Properties
Kohn-Sham gap ... 6.74 eV
Energy above the lowest of the compared OMol25 structures with the same formula, charge and spin ... 0.00 kcal per mole
Maximum force ... 2.65 eV/A
E_HOMO ... -0.1249 hartree
DFT total energy ... -15543.2621 eV
Charge ... -1
SMILES ... N#CNC/C=C(\[O-])c1ccccc1

Atom charges from the Mulliken analysis, given in e for atoms 1 to 6:
1 C -0.30
2 C -0.57
3 C -0.31
4 C 0.43
5 C 0.60
6 C -0.81

(2)
A single C22H27NO6 molecule, computed with ωB97M-V/def2-TZVPD.

Element x y z (Å)
C 1.916 -0.263 -3.123
C 1.809 -1.741 -2.792
H 1.257 -2.287 -3.565
H 2.805 -2.190 -2.697
O 1.137 -1.901 -1.542
C 0.438 -3.025 -1.351
O 0.340 -3.899 -2.174
C -0.188 -3.052 0.022
H -0.371 -4.091 0.293
H 0.490 -2.595 0.742
C -1.523 -2.284 0.047
C -1.318 -0.841 -0.253
C -1.399 -0.222 -1.487
N -1.103 1.109 -1.315
C -0.841 1.375 -0.029
C -0.964 0.174 0.676
C -0.744 -0.036 2.102
O -0.658 -1.114 2.644
O -0.646 1.133 2.768
C -0.326 1.078 4.156
C 1.069 1.590 4.399
C 1.320 2.524 5.395
C 2.606 2.984 5.614
C 3.652 2.524 4.833
C 3.407 1.596 3.834
C 2.123 1.129 3.621
H 1.935 0.399 2.846
H 4.220 1.231 3.223
H 4.655 2.886 5.001
H 2.792 3.707 6.395
H 0.505 2.888 6.004
H -0.414 0.036 4.492
H -1.064 1.692 4.680
C -0.474 2.734 0.460
H 0.435 2.651 1.062
C -0.265 3.750 -0.658
H -1.185 3.913 -1.217
H 0.514 3.421 -1.343
H 0.040 4.702 -0.233
H -1.257 3.084 1.137
H -1.085 1.757 -2.088
C -1.632 -0.704 -2.839
O -1.542 0.022 -3.811
O -1.904 -2.008 -2.890
C -2.048 -2.612 -4.175
C -3.512 -2.681 -4.585
H -3.598 -3.194 -5.538
H -3.918 -1.677 -4.688
H -4.087 -3.220 -3.837
H -1.476 -2.030 -4.905
H -1.616 -3.609 -4.066
H -1.938 -2.385 1.050
H -2.204 -2.722 -0.682
H 0.939 0.149 -3.361
H 2.569 -0.130 -3.981
H 2.329 0.276 -2.274

## Properties
Kohn-Sham gap ... 9.16 eV
Energy above the lowest of the compared OMol25 structures with the same formula, charge and spin ... 14.62 kcal per mole
Maximum force ... 0.65 eV/A
E_HOMO ... -0.3137 hartree
DFT total energy ... -37029.2255 eV
SMILES ... CCOC(=O)CCc1c(C(=O)OCC)[nH]c(CC)c1C(=O)OCc1ccccc1

Atom charges from the Mulliken analysis, given in e for atoms 1 to 6:
1 C -0.96
2 C -0.38
3 H 0.27
4 H 0.44
5 O -0.21
6 C 0.42

(3)
C30H22CrN4O8S8 as an isolated structure, computed with ωB97M-V/def2-TZVPD.

Element x y z (Å)
Cr -1.551 0.121 1.165
C 5.603 -1.086 -0.703
C 4.339 -1.148 0.113
C 3.962 -0.060 0.889
C 2.938 -0.140 1.809
C 2.182 -1.302 1.945
C 2.493 -2.393 1.151
C 3.534 -2.287 0.222
S 0.789 -1.297 3.112
O 0.102 -2.495 2.796
O 1.262 -1.110 4.445
N -0.055 -0.017 2.600
C -0.444 1.120 3.224
C 0.167 1.949 4.177
C -0.320 3.243 4.429
C -1.479 3.607 3.788
C -2.039 2.822 2.823
N -1.533 1.598 2.636
H 5.800 -2.057 -1.172
H 6.476 -0.801 -0.073
H 5.654 -0.293 -1.474
H 4.500 0.892 0.690
H 2.713 0.710 2.498
H 1.863 -3.251 1.174
H 3.816 -3.154 -0.361
H 1.098 1.574 4.629
H 0.133 3.938 5.138
H -1.898 4.624 3.970
H -2.843 3.077 2.158
O -2.564 -1.283 2.262
C -2.777 -2.435 1.835
C -2.318 -3.020 0.622
C -2.789 -4.299 0.297
C -2.401 -4.916 -0.857
C -1.493 -4.299 -1.752
C -0.944 -3.102 -1.404
C -1.354 -2.375 -0.281
O -0.812 -1.260 -0.009
N -3.057 -6.195 -1.182
O -3.906 -6.625 -0.411
O -2.776 -6.743 -2.222
H -3.365 -3.097 2.461
H -3.462 -4.812 0.949
H -1.181 -4.775 -2.684
H -0.277 -2.542 -2.107
C 3.219 3.442 0.909
S 2.316 3.983 -0.572
C 2.014 2.348 -1.250
C 0.953 1.513 -0.895
S -0.374 1.948 0.170
S 0.960 0.042 -1.802
C 2.345 0.228 -2.754
S 2.867 -0.893 -3.849
S 3.071 1.763 -2.462
H 3.614 4.328 1.453
H 4.001 2.757 0.685
H 2.541 2.899 1.542
O -4.660 4.309 -2.490
S -3.421 3.901 -1.922
O -2.625 4.971 -1.435
N -3.774 2.882 -0.695
C -3.440 1.653 -0.923
S -3.683 0.398 0.213
C -2.722 1.495 -2.267
C -2.304 0.288 -2.789
C -1.523 0.313 -3.968
C -1.294 1.510 -4.576
C -1.830 2.733 -4.108
C -2.486 2.700 -2.892
H -2.355 -0.651 -2.255
H -1.017 -0.615 -4.344
H -0.625 1.494 -5.413
H -1.557 3.657 -4.631

## Properties
Kohn-Sham gap (spin up / spin down) ... 6.68 / 6.59 eV
Multiplicity ... 4
Energy above the lowest of the compared OMol25 structures with the same formula, charge and spin ... 0.00 kcal per mole
Maximum force ... 3.03 eV/A
E_HOMO (spin up / spin down) ... -0.1937 / -0.1960 hartree
DFT total energy ... -168912.6832 eV
Charge ... -1

Atom charges from the Mulliken analysis, given in e for atoms 1 to 6:
1 Cr -0.01
2 C -1.41
3 C 0.52
4 C -0.32
5 C -0.11
6 C 0.00

(4)
C33H30FeIN7O4S as an isolated structure, computed with ωB97M-V/def2-TZVPD.

Element x y z (Å)
Fe 0.294 -0.485 0.414
C 1.849 -3.042 -2.960
O 0.395 -3.016 -2.899
C 0.119 -2.212 -1.862
N 1.070 -1.809 -1.122
C 2.303 -2.428 -1.616
C 3.429 -1.438 -1.756
C 3.164 -0.142 -2.182
C 4.196 0.774 -2.315
C 5.502 0.393 -2.039
C 5.771 -0.902 -1.618
C 4.735 -1.813 -1.469
C -1.275 -1.851 -1.556
C -2.418 -2.236 -2.235
C -3.643 -1.810 -1.735
C -3.695 -1.026 -0.588
C -2.498 -0.688 0.017
N -1.326 -1.097 -0.464
C -2.288 0.129 1.218
N -1.093 0.403 1.567
C -1.159 1.145 2.830
C -2.676 1.412 2.965
O -3.296 0.528 1.989
C -0.341 2.409 2.820
C -0.477 3.319 1.777
C 0.262 4.492 1.776
C 1.141 4.762 2.817
C 1.283 3.852 3.856
C 0.545 2.677 3.856
H 2.164 -4.072 -3.108
H 2.158 -2.428 -3.806
H 2.586 -3.202 -0.898
H 2.139 0.160 -2.364
H 3.971 1.792 -2.611
H 6.308 1.109 -2.138
H 6.786 -1.199 -1.389
H 4.941 -2.816 -1.110
H -2.341 -2.850 -3.121
H -4.558 -2.090 -2.239
H -4.628 -0.674 -0.172
H -0.789 0.474 3.611
H -3.084 1.172 3.943
H -2.929 2.433 2.681
H -1.151 3.099 0.957
H 0.166 5.183 0.949
H 1.722 5.675 2.812
H 1.977 4.053 4.662
H 0.676 1.951 4.649
N 2.051 -2.142 4.005
C 1.679 -1.519 2.836
S 0.379 -2.229 1.936
N 2.321 -0.433 2.534
N 1.862 0.190 1.377
C 2.515 1.254 1.089
C 2.245 2.157 -0.011
C 3.060 3.292 -0.103
C 2.890 4.247 -1.084
C 1.876 4.055 -2.024
C 1.072 2.938 -1.967
C 1.209 1.962 -0.957
O 0.403 0.933 -0.963
H 1.796 -3.111 4.085
H 2.964 -1.891 4.350
H 3.337 1.516 1.753
H 3.842 3.416 0.638
H 3.528 5.119 -1.125
H 1.722 4.781 -2.815
H 0.319 2.777 -2.727
N -1.934 1.428 -2.437
C -2.848 2.175 -1.778
O -3.121 2.019 -0.599
C -3.671 3.143 -2.611
I -2.478 4.672 -3.516
H -1.170 1.011 -1.880
H -1.679 1.719 -3.367
H -4.387 3.639 -1.967
H -4.179 2.637 -3.429

## Properties
Kohn-Sham gap ... 6.59 eV
Energy above the lowest of the compared OMol25 structures with the same formula, charge and spin ... 1.97 kcal per mole
Maximum force ... 0.63 eV/A
E_HOMO ... -0.2507 hartree
DFT total energy ... -106655.2084 eV

Atom charges from the Mulliken analysis, given in e for atoms 1 to 6:
1 Fe -0.22
2 C -0.63
3 O -0.53
4 C 0.28
5 N -0.03
6 C -0.59

(5)
A 2-piece molecular cluster, C22H37ClF2N4O7PS overall, computed with ωB97M-V/def2-TZVPD.

Element x y z (Å)
C -0.651 2.141 3.842
C -1.904 2.719 2.985
O -1.513 3.071 1.638
C -2.703 3.406 0.876
C -2.426 3.279 -0.726
O -1.184 2.580 -0.965
C -1.141 1.890 -2.221
C -1.201 0.308 -2.291
C -2.256 0.005 -3.505
C -3.762 0.438 -3.216
O -4.628 0.254 -4.109
C 0.236 -0.127 -2.977
F 0.242 -1.465 -3.483
C 1.497 0.235 -2.030
C 2.879 -0.417 -2.504
N 1.149 0.099 -0.572
P 2.514 0.192 0.584
N 1.879 1.188 1.939
O 2.913 -1.270 1.349
C 0.097 -0.973 -0.281
C 0.677 -2.422 -0.557
C 0.683 -3.461 0.656
C 1.142 -4.925 0.285
C 1.171 -6.076 1.328
C 0.740 -5.841 2.826
C 0.316 -4.386 3.187
C -0.157 -3.982 4.665
C 0.289 -3.228 2.118
C -1.327 -0.609 -1.006
Cl -2.332 0.132 0.401
S -2.390 -2.166 -1.227
O -2.305 -3.055 0.004
O -2.045 -2.995 -2.408
F -4.050 -1.769 -1.209
H -0.713 2.436 4.951
H 0.305 2.613 3.415
H -0.628 0.999 3.755
H -2.356 3.605 3.568
H -2.707 1.890 3.010
H -3.546 2.697 1.208
H -3.040 4.475 1.132
H -3.348 2.753 -1.164
H -2.390 4.339 -1.163
H -1.952 2.408 -2.874
H -0.170 2.275 -2.736
H -1.896 0.726 -4.342
H -2.159 -1.030 -3.960
H -4.079 0.959 -2.246
H 0.363 0.557 -3.903
H 1.662 1.377 -2.189
H 3.806 -0.012 -1.957
H 3.022 -0.082 -3.604
H 2.865 -1.570 -2.558
H 0.611 0.981 -0.360
H 1.802 0.561 2.773
H 0.886 1.445 1.749
H 3.814 -1.514 1.007
H -0.044 -0.877 0.865
H 0.286 -2.984 -1.468
H 1.808 -2.282 -0.782
H 1.441 -5.154 -0.793
H 1.489 -7.122 0.988
H 0.735 -6.694 3.583
H -1.309 -3.870 4.639
H 0.246 -2.967 5.006
H 0.075 -4.838 5.394
H -0.038 -2.194 2.456
C 2.912 3.729 -1.059
O 2.492 2.685 -1.562
N 3.597 4.652 -1.769
N 2.726 4.038 0.243
H 3.948 5.508 -1.380
H 3.756 4.457 -2.744
H 2.220 3.373 0.807
H 3.062 4.883 0.670

## Properties
Kohn-Sham gap ... 7.10 eV
Maximum force ... 8.16 eV/A
E_HOMO ... -0.3875 hartree
DFT total energy ... -81773.1836 eV
Charge ... +1

Atom charges from the Mulliken analysis, given in e for atoms 1 to 6:
1 C -0.66
2 C -0.29
3 O -0.20
4 C -0.63
5 C -0.17
6 O -0.01